Entry 1:
15
Properties=species:S:1:pos:R:3:forces:R:3 method="wB97M-V/def2-TZVPD" largest_force_ev_per_a=3.8 relative_energy_kj_mol=519.7 gap_ev="5.50 / 5.50" energy_ev=-19562.3920
C 1.796869 -0.959328 0.071369 -2.2 -2.5 -1.0
C 1.963036 1.047757 0.349626 -1.5 3.3 1.3
C -1.944863 -0.878725 -0.140974 1.8 -1.7 0.8
C -1.591652 0.420151 0.505829 1.3 0.4 -2.8
N 2.938123 -0.650769 -0.400028 2.7 0.4 0.1
N 3.100919 0.712938 -0.120130 1.1 -1.2 -1.3
N 1.064437 0.072627 0.477662 -1.7 0.2 1.0
S -1.715731 1.948654 -0.278833 0.5 -0.3 3.4
H 1.358842 -1.959025 -0.019118 0.3 0.3 0.1
H 1.738412 2.066888 0.700614 0.2 -0.4 -0.3
H -2.988803 -1.097421 -0.239263 -0.8 0.4 0.0
H -1.485699 -1.798327 0.422080 -0.7 2.0 -0.8
H -1.509693 -0.915649 -1.154230 -0.2 0.2 0.3
H -0.872458 0.427198 1.298937 -0.1 0.1 1.5
H -1.851733 1.563036 -1.473547 -0.7 -1.0 -2.4

---

Entry 2:
21
Properties=species:S:1:pos:R:3:forces:R:3 method="wB97M-V/def2-TZVPD" largest_force_ev_per_a=3.9 smiles=NCCN.O.O.O relative_energy_kj_mol=147.4 gap_ev=10.12 energy_ev=-11422.8985
C 0.057734 0.023482 1.636730 -0.4 0.2 1.0
C 0.927434 -0.543239 0.500877 -1.5 0.8 -0.6
N 2.188813 0.141109 0.321047 0.2 3.7 1.4
N -1.040776 -0.877214 2.063470 0.1 0.4 -0.5
H 0.666118 0.342158 2.492796 0.5 -0.7 0.1
H -0.417713 0.991272 1.436617 0.1 -0.2 -0.9
H 1.300388 -1.521667 0.659917 -0.9 -1.6 0.5
H 0.293765 -0.472721 -0.452533 1.1 -0.4 1.2
H 2.447244 0.651740 1.256456 -0.4 -1.6 -1.9
H 1.891303 0.979573 -0.197569 0.9 -0.2 -0.3
H -0.710307 -1.837043 2.081482 -0.1 0.2 0.5
H -1.451903 -0.560656 2.947893 0.4 -0.6 -0.5
H -2.069574 -1.212923 0.307563 -0.2 -1.5 -1.9
H -2.413183 -2.657090 0.227521 0.0 0.0 -0.8
O -2.250764 -1.943299 -0.418130 0.3 1.5 2.6
H 1.168299 1.978559 -2.583816 0.7 0.7 0.0
H 2.184307 3.213035 -2.644540 -0.4 0.7 -0.4
O 2.049673 2.328026 -2.339990 -0.4 -1.5 0.5
H -1.773105 0.871874 -2.987081 0.9 -0.4 1.9
H -1.664931 -0.424538 -2.192483 0.5 1.1 0.6
O -1.382823 0.529563 -2.116225 -1.4 -0.7 -2.4

---

Entry 3:
85
Properties=species:S:1:pos:R:3:forces:R:3 method="wB97M-V/def2-TZVPD" largest_force_ev_per_a=1.7 gap_ev=3.01 charge=+1 energy_ev=-72771.9735
Cl 1.357788 -4.411034 -3.730227 0.0 0.2 0.1
C 1.384635 -3.193613 -2.534380 0.3 0.5 0.5
C 2.582519 -2.518020 -2.237390 -0.2 0.0 0.1
C 2.595060 -1.541670 -1.256539 -0.1 0.0 0.0
C 1.418561 -1.178913 -0.525001 0.3 -0.3 -0.4
C 1.571429 -0.161090 0.451602 -0.5 0.0 -0.3
C 0.647254 0.462678 1.328789 -0.1 0.4 0.5
C 1.144905 1.557353 2.106733 -0.1 -0.1 -0.1
C 0.343707 2.257365 2.991855 -0.1 -0.2 -0.1
C -1.012081 1.909034 3.131087 0.7 -0.2 -0.4
Cl -2.015626 2.777762 4.203579 0.1 -0.1 -0.1
C -1.534644 0.844009 2.384147 0.1 -0.5 -0.4
C -0.723590 0.119330 1.516472 -0.1 0.4 0.3
C 0.218152 -1.866761 -0.868830 0.2 -0.4 -0.3
C 0.212458 -2.863220 -1.840354 -0.3 0.4 0.5
H 3.482571 -2.776363 -2.781878 0.0 0.1 0.1
H 3.526746 -1.018942 -1.031345 -0.2 -0.2 -0.1
H 2.577435 0.257761 0.499039 -0.1 -0.1 0.1
H 2.188853 1.851384 1.979871 -0.3 -0.1 0.1
H 0.741299 3.074939 3.580687 0.0 -0.1 -0.1
H -2.584720 0.584202 2.493206 0.2 0.0 0.0
H -1.155474 -0.718985 0.981878 0.0 0.3 0.4
H -0.716653 -1.614194 -0.381941 0.3 -0.3 -0.3
H -0.708128 -3.394212 -2.070421 0.2 0.2 0.0
C 11.366102 -3.591905 4.446210 -0.2 0.0 0.1
C 10.473344 -4.394021 3.735334 0.0 0.3 -0.1
C 9.122583 -4.042204 3.636116 0.1 -0.1 0.1
C 8.603682 -2.936019 4.327635 0.3 0.1 -0.3
C 7.100689 -2.557171 4.290920 0.0 0.4 -0.4
C 6.903013 -1.201586 3.587347 0.1 -0.2 -0.3
C 7.924264 -0.573949 2.866086 -0.3 0.2 0.0
C 7.675674 0.633472 2.203352 0.0 -0.2 0.0
C 6.401832 1.198993 2.198281 -0.1 0.0 0.1
C 5.369891 0.561934 2.897076 0.5 -0.4 0.0
C 5.625392 -0.627141 3.586293 -0.2 0.4 -0.3
C 6.311575 -3.653308 3.563973 0.6 -0.2 -0.3
C 5.634972 -3.424508 2.365475 -0.1 -0.3 0.0
C 4.943124 -4.466553 1.734713 0.2 0.0 0.1
C 4.972597 -5.756437 2.260812 -0.1 0.2 0.0
C 5.693400 -6.002071 3.431217 0.4 0.3 0.1
C 6.386444 -4.966317 4.064947 -0.5 -0.2 -0.4
C 6.574476 -2.436549 5.754052 -0.2 -0.7 1.0
C 7.075449 -1.200311 6.514962 0.3 0.0 0.1
C 5.926970 -0.700002 7.386638 -0.3 0.3 0.3
C 4.701472 -1.544598 7.048079 -0.1 0.1 0.0
N 5.114055 -2.371211 5.914979 0.3 0.6 0.2
C 4.286423 -3.405522 5.582651 -1.4 -0.8 -0.3
C 2.940840 -3.311300 5.354573 1.6 0.4 0.5
C 2.110602 -4.457242 5.038180 -0.8 -1.2 -0.1
C 0.742425 -4.280162 4.709291 0.7 -0.2 0.1
C -0.077153 -5.366602 4.405575 0.2 -0.5 0.0
C 0.444889 -6.673004 4.400604 0.1 0.4 0.0
C 1.799724 -6.869021 4.711466 -0.2 0.3 0.0
C 2.610414 -5.785907 5.051528 -0.4 0.3 -0.1
C 9.523565 -2.104847 4.987345 0.4 -0.2 0.1
C 10.881610 -2.435844 5.064970 -0.3 0.0 -0.2
H 12.424355 -3.855539 4.509799 -0.4 0.1 0.0
H 10.810428 -5.296879 3.225239 0.0 0.3 0.1
H 8.487137 -4.659814 2.993786 0.2 0.3 0.4
H 8.921306 -1.019124 2.798538 -0.4 0.2 0.1
H 8.504028 1.107631 1.677224 -0.3 0.0 0.0
H 6.209290 2.125201 1.652205 0.1 -0.2 0.2
H 4.357854 0.962954 2.912126 0.2 0.1 0.0
H 4.808082 -1.138647 4.094587 0.3 0.2 -0.1
H 5.650194 -2.436540 1.893421 -0.1 -0.4 0.3
H 4.408704 -4.243799 0.810558 0.1 -0.2 0.2
H 4.440479 -6.570832 1.767288 0.1 0.2 0.1
H 5.741733 -7.005940 3.850791 0.0 0.2 -0.1
H 6.987604 -5.179030 4.956331 -0.3 0.1 -0.3
H 6.943370 -3.331195 6.297337 0.0 0.1 -0.2
H 7.942342 -1.497563 7.110640 -0.1 0.3 0.0
H 7.381979 -0.401828 5.833582 0.0 -0.2 0.1
H 6.169166 -0.807361 8.446865 -0.1 0.2 -0.1
H 5.705800 0.349974 7.177317 0.2 -0.1 0.2
H 4.405778 -2.149600 7.926836 0.0 0.0 -0.5
H 3.826559 -0.946022 6.757804 0.2 0.0 0.2
H 4.773947 -4.383483 5.534903 -0.4 0.4 -0.1
H 2.449180 -2.334140 5.420191 0.2 -0.3 -0.1
H 0.342555 -3.263823 4.706909 0.0 -0.3 0.0
H -1.131996 -5.205263 4.171145 0.3 0.0 0.1
H -0.194052 -7.528301 4.160763 0.2 0.4 0.1
H 2.222540 -7.876768 4.697167 -0.2 0.3 0.1
H 3.650624 -5.968792 5.326234 -0.4 0.0 -0.1
H 9.202993 -1.154638 5.415255 0.2 -0.4 -0.1
H 11.551848 -1.762659 5.600288 -0.1 -0.2 -0.2

---

Entry 4:
42
Properties=species:S:1:pos:R:3:forces:R:3 method="wB97M-V/def2-TZVPD" largest_force_ev_per_a=1.3 smiles="O=C(O)c1ccc2c(c1)C(=O)N(c1cccc(Oc3ccc([N+](=O)[O-])cc3)c1)C2=O" relative_energy_kj_mol=3.0 gap_ev=7.98 energy_ev=-39283.2071
O -7.272321 -2.770200 0.211554 0.1 0.0 0.0
C -6.637000 -1.841058 0.638066 -0.4 -0.5 -0.2
O -7.098950 -1.038146 1.603588 0.0 0.5 0.4
H -7.983297 -1.322417 1.889194 0.2 -0.1 -0.3
C -5.275497 -1.469263 0.165741 0.2 0.3 0.1
C -4.605820 -2.337185 -0.694284 -0.1 0.0 0.1
C -3.321867 -2.056108 -1.144339 0.1 0.2 0.0
C -2.734953 -0.880074 -0.722149 -0.6 0.0 0.4
C -3.415624 0.001452 0.122630 0.0 -0.5 -0.4
C -4.683588 -0.272913 0.580883 0.1 -0.1 -0.1
H -5.201847 0.405698 1.236636 -0.1 0.1 0.1
C -2.545410 1.176262 0.372332 0.0 0.2 0.2
O -2.753382 2.167514 1.017489 -0.1 -0.1 0.0
N -1.362361 0.903536 -0.319352 0.4 0.2 -0.1
C -1.385105 -0.316647 -0.993295 0.1 -0.1 -0.1
O -0.475946 -0.774327 -1.632968 -0.1 -0.1 0.0
C -0.260232 1.794477 -0.339572 0.3 0.3 -0.1
C 0.974199 1.357370 0.116337 0.1 0.0 0.1
C 2.039523 2.247862 0.123531 -0.6 0.2 -0.3
C 1.858577 3.560436 -0.304360 0.3 -0.2 0.1
C 0.627178 3.970837 -0.778565 -0.1 -0.1 0.1
C -0.439713 3.088939 -0.804170 0.0 -0.1 0.0
H -1.407046 3.395302 -1.170340 -0.1 0.0 0.0
H 0.487971 4.980355 -1.132843 0.0 0.1 0.0
H 2.697172 4.237764 -0.255794 0.1 0.1 0.0
O 3.267815 1.929297 0.637784 0.1 0.2 0.1
C 3.828741 0.705463 0.479011 0.4 -0.6 -0.1
C 4.804759 0.369385 1.422018 -0.3 0.2 -0.2
C 5.481790 -0.823037 1.332156 0.1 -0.3 -0.2
C 5.204877 -1.678044 0.267581 -0.7 1.1 0.0
C 4.246315 -1.345931 -0.685251 0.3 -0.3 0.2
C 3.550494 -0.160374 -0.580737 -0.1 0.4 0.2
H 2.814808 0.105931 -1.323983 -0.1 0.0 -0.1
H 4.073389 -2.025326 -1.507253 0.0 0.0 0.0
N 5.954605 -2.892680 0.114846 0.3 -0.5 0.0
O 6.839602 -3.108522 0.917339 0.2 -0.2 0.1
O 5.667156 -3.625075 -0.810613 0.0 -0.2 -0.1
H 6.221109 -1.100485 2.068249 0.0 0.0 -0.1
H 5.021941 1.078308 2.204288 0.0 0.0 0.2
H 1.096590 0.344681 0.472631 0.0 0.0 0.0
H -2.802228 -2.729183 -1.807725 0.1 -0.1 0.0
H -5.096417 -3.253860 -0.986305 -0.1 0.0 0.0